ORCA calculation (ωB97M-V with the def2-TZVPD basis set) on a molecular structure, C27H25Cl6N3O4S2Tl.

Last column: Löwdin charge in e.
Element x y z (Å)
Tl: -0.56427 -0.01946 0.22945  1.0899
C: -2.29557 2.31317 2.12194  -0.2302
C: -1.60854 1.53160 3.14317  -0.2154
C: -0.33945 1.27401 2.73219  -0.2679
C: -0.16900 1.83873 1.36835  -0.3939
C: -1.45019 2.53448 1.08242  -0.2836
C: -1.68126 3.32049 -0.17109  -0.0394
C: 1.14792 2.48297 0.99628  -0.0500
C: 0.76821 0.57567 3.45942  -0.0333
C: -2.27378 1.08540 4.40764  -0.0340
C: -3.72813 2.73117 2.23284  -0.0460
H: -1.38855 4.36695 -0.04215  0.0887
H: -2.73171 3.30761 -0.46829  0.0637
H: -1.08697 2.92682 -0.99880  0.0596
H: 1.30476 3.36846 1.62226  0.0978
H: 1.17167 2.78889 -0.04962  0.0543
H: 1.97555 1.79302 1.16801  0.0718
H: 1.50333 1.29574 3.83347  0.0852
H: 1.30280 -0.11595 2.80425  0.0638
H: 0.39491 0.01082 4.31392  0.0691
H: -2.63044 1.93835 4.99186  0.0783
H: -1.59680 0.50985 5.03776  0.0652
H: -3.14627 0.45943 4.19637  0.0783
H: -3.88905 3.38562 3.09444  0.0781
H: -4.38718 1.86697 2.36032  0.0730
H: -4.05511 3.26837 1.34296  0.0665
Cl: -3.80002 0.24627 -0.51020  0.7317
C: -3.47754 -1.19913 0.39923  -0.6869
C: -2.16874 -1.49329 0.75505  -0.2621
C: -1.95409 -2.64873 1.49231  -0.6832
Cl: -0.34254 -3.04553 1.98190  0.7636
C: -2.99796 -3.49778 1.85695  -0.7030
Cl: -2.69546 -4.92619 2.77047  0.6762
C: -4.29995 -3.17929 1.47908  -0.7032
Cl: -5.60430 -4.21310 1.92141  0.6714
C: -4.54730 -2.02159 0.74642  -0.7050
Cl: -6.15900 -1.61952 0.28877  0.6727
Cl: 2.32355 -4.01610 -1.84835  0.5813
C: 1.54883 -2.51400 -1.27747  -0.4936
C: 2.10811 -1.96752 0.03848  -0.7557
O: 3.05523 -2.49073 0.60332  0.0036
O: 1.49620 -0.90776 0.43357  -0.1688
H: 0.48735 -2.72726 -1.16454  0.0533
H: 1.67742 -1.76176 -2.05543  0.0637
N: 5.40322 -2.33710 -1.45055  0.0988
C: 4.70332 -1.22437 -1.91612  -0.3394
C: 4.42126 -0.17306 -1.03649  -0.0303
C: 3.64507 0.88843 -1.44361  -0.0520
C: 3.15816 0.93772 -2.74700  -0.2949
C: 3.49242 -0.05919 -3.65145  -0.0763
C: 4.27117 -1.13067 -3.23886  -0.0430
S: 1.90901 2.12086 -3.12417  0.5638
O: 1.70060 2.08983 -4.55689  -0.3715
O: 2.24913 3.37026 -2.49800  -0.3141
N: 0.64209 1.52672 -2.32589  -0.1156
C: -0.01363 0.48866 -2.81670  -0.6967
S: -0.05178 -0.10502 -4.47298  1.0610
C: -1.12510 -1.38319 -3.99670  -0.3971
C: -1.40673 -1.29693 -2.68691  -0.2807
N: -0.78441 -0.26449 -2.02383  -0.0947
H: 5.10636 -2.57320 -0.50920  0.0721
H: 5.26492 -3.14353 -2.04250  0.0664
H: 4.75692 -0.24166 -0.00967  0.1225
H: 3.37646 1.67157 -0.74784  0.1043
H: 3.11472 -0.00627 -4.66354  0.0992
H: 4.49951 -1.93195 -3.93237  0.1089
H: -1.47919 -2.11711 -4.70036  0.0589
H: -2.05023 -1.96245 -2.12875  0.1045

Summary:
Orbital gap, eV: 7.451
Energy above the lowest of the compared OMol25 structures with the same formula, charge and spin, kcal/mol: 0.6
Charge: -1
E_LUMO, eV: 2.0
Strongest force on any atom, eV Å⁻¹: 0.12
DFT total energy, eV: -142567.083

ORCA calculation (ωB97M-V with the def2-TZVPD basis set) on a molecular structure, C27H25ClFeN3O2 at a distorted geometry.

Last column: Löwdin charge in e.
Element x y z (Å)
Fe: 1.06765 0.72106 -0.36995  0.9071
O: 0.32292 2.17535 0.72995  -0.1751
C: -0.68417 2.93233 0.38412  -0.3580
C: -1.71300 3.21611 1.30330  -0.0172
C: -2.78581 4.01077 0.96230  -0.0836
C: -2.87430 4.58329 -0.30525  -0.1039
C: -1.86692 4.34475 -1.21711  -0.0520
C: -0.78032 3.52763 -0.90277  -0.0975
C: 0.25563 3.25583 -1.88906  -0.2590
N: 0.88170 2.09969 -2.07239  0.0574
C: 1.77202 2.28239 -3.10821  -0.1308
C: 1.67785 3.55408 -3.56982  -0.0673
N: 0.72470 4.15748 -2.78255  0.1249
H: -1.63475 2.78052 2.29158  0.1127
H: -3.56682 4.19736 1.68891  0.1041
H: -3.72667 5.18791 -0.58313  0.0970
H: -1.92891 4.78084 -2.20922  0.1079
H: 2.38782 1.47785 -3.46899  0.0950
H: 2.21335 4.07046 -4.34649  0.1154
H: 0.43493 5.11713 -2.84761  0.1608
N: 5.74550 3.20961 -3.06686  0.1794
C: 5.21802 2.36350 -2.49636  -0.1829
C: 4.56652 1.30483 -1.79849  -0.2375
C: 4.10968 1.49735 -0.49515  -0.0019
C: 3.48466 0.45700 0.17699  -0.0869
C: 3.26280 -0.77819 -0.45239  -0.3402
C: 3.71698 -0.95113 -1.76421  -0.0140
C: 4.36863 0.06755 -2.42411  -0.0187
H: 4.26803 2.45206 -0.01223  0.1354
H: 3.21842 0.57052 1.22367  0.1347
H: 3.57736 -1.90675 -2.25364  0.1321
H: 4.73805 -0.07215 -3.43150  0.1309
C: -3.49388 -5.56372 2.92558  -0.0644
C: -2.88777 -4.33475 2.30542  -0.2816
C: -2.01397 -4.41491 1.22846  -0.0343
C: -1.45167 -3.29851 0.63025  -0.1952
C: -0.52233 -3.54508 -0.53382  -0.0523
C: -1.78512 -1.99415 1.12034  -0.1332
C: -1.33484 -0.77281 0.56119  -0.2019
O: -0.38592 -0.60351 -0.33615  -0.2493
C: -2.67172 -1.91554 2.24394  -0.2224
C: -3.02873 -0.58540 2.85177  -0.0674
C: -3.19185 -3.06328 2.79757  -0.0297
H: -3.02897 -6.47136 2.54118  0.0689
H: -4.56486 -5.62134 2.71215  0.0775
H: -3.37971 -5.55199 4.01149  0.0746
H: -1.77199 -5.39722 0.83160  0.1128
H: -0.88190 -4.38561 -1.13024  0.0781
H: 0.47473 -3.81787 -0.16838  0.0654
H: -0.42133 -2.67424 -1.16971  0.0590
H: -1.82370 0.13761 0.91118  0.0872
H: -3.69878 -0.01844 2.19843  0.0860
H: -2.13920 0.02332 3.02732  0.0729
H: -3.53351 -0.72675 3.80728  0.0723
H: -3.85772 -2.98835 3.65267  0.1139
Cl: 4.04170 -2.98499 0.88919  0.5814
C: 2.68933 -1.93092 0.30845  -0.5191
H: 2.14842 -1.61916 1.19762  0.0827
H: 2.06375 -2.56805 -0.30811  0.0501

Summary:
<S²>: 8.8005
Orbital gap (alpha / beta), eV: 4.201 / 6.753
Energy above the lowest of the compared OMol25 structures with the same formula, charge and spin, kcal/mol: 3.0
Charge: 0
E_LUMO (alpha / beta), eV: -1.0 / -1.2
2S+1: 6
Strongest force on any atom, eV Å⁻¹: 2.24
DFT total energy, eV: -83879.671

ORCA calculation (ωB97M-V with the def2-TZVPD basis set) on a molecular structure, C27H25ClN3O4S4Sr.

Last column: Löwdin charge in e.
Element x y z (Å)
Sr: -0.05408 0.64850 -0.77868  1.3870
O: 4.69100 -3.44335 0.33699  0.0286
C: 5.18323 -2.32092 -0.20786  -0.2809
C: 6.56931 -2.21631 -0.34820  -0.0316
C: 7.13825 -1.08269 -0.89638  -0.1071
C: 6.33872 -0.02410 -1.31814  -0.1084
C: 4.96533 -0.12596 -1.18624  -0.0311
C: 4.36662 -1.25801 -0.63854  -0.0748
C: 2.87970 -1.28471 -0.52608  -0.4629
O: 2.20034 -0.32463 -0.97393  -0.1928
N: 2.36571 -2.36379 0.05452  -0.0168
N: 1.00281 -2.25451 0.25795  -0.0870
C: 0.40310 -3.34493 0.49039  -0.9135
S: 1.17728 -4.94100 0.34383  0.9133
C: -0.29553 -5.86850 0.85568  -0.5492
C: -1.52686 -5.07432 0.45695  -0.5359
S: -1.27495 -3.37843 1.01237  0.8915
H: 3.69689 -3.32152 0.37732  0.0435
H: 7.17771 -3.04728 -0.01366  0.1080
H: 8.21580 -1.02276 -0.99626  0.0933
H: 6.78404 0.86527 -1.74505  0.0898
H: 4.30981 0.67134 -1.51129  0.1097
H: -0.27140 -6.01673 1.93516  0.0671
H: -0.26443 -6.84045 0.36245  0.0688
H: -2.42783 -5.45343 0.93915  0.0760
H: -1.67211 -5.07982 -0.62457  0.0718
S: -5.03706 2.12425 -0.65770  1.0929
C: -4.16255 3.50664 -0.09560  -0.4785
C: -4.63195 4.78688 0.17267  -0.1045
C: -3.72306 5.73920 0.59998  -0.1024
C: -2.37279 5.41329 0.75622  -0.0800
C: -1.90884 4.13732 0.49640  -0.0135
C: -2.81253 3.16843 0.06404  -0.3056
N: -2.50702 1.84293 -0.22578  0.0336
C: -3.54759 1.17527 -0.62211  -0.5067
C: -3.56080 -0.22325 -1.07518  -0.3076
C: -4.78573 -0.90810 -1.09835  -0.0991
C: -4.84952 -2.19316 -1.59828  -0.1175
C: -3.68329 -2.78753 -2.07598  -0.1271
C: -2.47790 -2.10134 -2.01382  -0.1943
C: -2.34803 -0.79424 -1.50997  -0.1484
H: -5.67849 5.03328 0.04588  0.1004
H: -4.06114 6.74670 0.80679  0.0950
H: -1.67325 6.17474 1.07665  0.1010
H: -0.86123 3.88342 0.60539  0.0917
H: -5.68835 -0.44373 -0.71010  0.0727
H: -5.79258 -2.72659 -1.61885  0.0887
H: -3.72165 -3.79305 -2.48614  0.0884
H: -1.58649 -2.62059 -2.36350  0.0772
C: -1.08094 1.57872 2.90942  -0.3925
S: -0.89471 -0.06616 2.18177  0.6965
C: 0.63375 -0.52975 3.03230  -0.3836
H: -1.27020 1.49874 3.97927  0.0362
H: -1.92958 2.05439 2.42529  0.0139
H: -0.18526 2.17067 2.72276  0.0396
H: 1.38142 0.25088 2.89329  0.0460
H: 0.99423 -1.44655 2.57395  0.0092
H: 0.44707 -0.68821 4.09354  0.0363
Cl: 1.25216 5.91257 -1.71007  0.5339
C: 2.14737 4.39254 -1.38371  -0.4844
C: 1.16845 3.25887 -1.08940  -0.8145
O: 0.54183 2.77528 -2.06049  -0.1441
O: 1.07371 2.86929 0.10420  -0.1462
H: 2.79003 4.57224 -0.52910  0.0680
H: 2.72404 4.15875 -2.27356  0.0730

Summary:
Orbital gap, eV: 7.275
Energy above the lowest of the compared OMol25 structures with the same formula, charge and spin, kcal/mol: 0.0
Charge: -1
E_LUMO, eV: 2.2
Strongest force on any atom, eV Å⁻¹: 0.44
DFT total energy, eV: -97770.602

> Which formula does entry 1 have?

C27H25Cl6N3O4S2Tl